A molecular structure, C48H62GeMoN4OSb2Si in a non-equilibrium geometry, computed with the ωB97M-V functional and the def2-TZVPD basis.

Structure (XYZ):
```
120
Properties=species:S:1:pos:R:3
Mo 0.7259 -0.5748 -1.5760
C -3.0968 -2.3123 -1.7565
C -1.6722 -2.6361 -1.4674
O -0.7521 -1.7981 -1.6987
N -1.3357 -3.7932 -0.9335
C 0.0605 -4.2196 -0.7892
C 0.8495 -3.6369 0.3643
C 1.1352 -4.4342 1.4608
C 2.0204 -3.9793 2.4254
C 2.6092 -2.7424 2.2474
C 2.2486 -1.9948 1.1398
N 1.3788 -2.4112 0.2141
H -3.1418 -1.4771 -2.4481
H -3.6009 -2.0301 -0.8312
H -3.6117 -3.1692 -2.1900
H -2.0672 -4.4750 -0.7928
H 0.5725 -3.9715 -1.7183
H 0.0457 -5.3026 -0.6933
H 0.6944 -5.4185 1.5425
H 2.2530 -4.5864 3.2894
H 3.3302 -2.3526 2.9521
H 2.6986 -1.0239 0.9750
C 1.7325 3.2265 -1.4534
C 2.6963 2.1154 -1.1952
C 4.0064 2.3319 -0.8210
C 4.8780 1.2471 -0.7322
C 4.4671 -0.0211 -1.0909
C 3.1562 -0.1654 -1.5488
N 2.2792 0.8664 -1.4722
N 2.5358 -1.2715 -2.0871
Si 3.4529 -2.6378 -2.7900
C 4.6392 -1.8819 -4.0121
C 4.3614 -3.5910 -1.4631
C 2.1711 -3.7461 -3.5896
H 1.8353 3.5481 -2.4927
H 1.9303 4.0876 -0.8186
H 0.7040 2.8953 -1.3256
H 4.3499 3.3366 -0.6239
H 5.8988 1.4070 -0.4113
H 5.1373 -0.8675 -1.0722
H 5.6216 -1.7177 -3.5683
H 4.2834 -0.9256 -4.3978
H 4.7761 -2.5489 -4.8646
H 5.3658 -3.2053 -1.2854
H 4.4773 -4.6277 -1.7862
H 3.8282 -3.6023 -0.5101
H 1.1821 -3.2827 -3.6301
H 2.1010 -4.7004 -3.0654
H 2.4530 -3.9685 -4.6192
C -0.8998 2.2119 1.7557
C 0.5493 2.5823 2.0007
C 1.4257 1.3835 2.3346
Sb 1.6167 0.9588 4.4918
C 0.5723 2.6695 5.2277
C 1.3236 3.7827 5.6001
C 0.7048 4.9084 6.1278
C -0.6715 4.9270 6.2939
C -1.4281 3.8208 5.9317
C -0.8097 2.6956 5.4055
C 0.0747 -0.4219 5.0636
C -0.6684 -1.2760 4.2612
C -1.5065 -2.2303 4.8354
C -1.6345 -2.3235 6.2099
C -0.9170 -1.4577 7.0222
C -0.0638 -0.5298 6.4512
Sb -1.3336 1.0713 -0.0317
C -2.1207 2.5558 -1.3278
C -3.0582 2.1470 -2.2753
C -3.5985 3.0627 -3.1647
C -3.2056 4.3943 -3.1118
C -2.2860 4.8091 -2.1611
C -1.7435 3.8917 -1.2689
C -3.2165 0.4516 0.7503
C -4.2026 1.4230 0.9022
C -5.3914 1.1052 1.5440
C -5.6019 -0.1753 2.0366
C -4.6190 -1.1419 1.8894
C -3.4297 -0.8236 1.2474
H -1.5339 3.0913 1.6260
H -1.3087 1.6327 2.5856
H 0.6127 3.2817 2.8386
H 0.9103 3.1355 1.1288
H 2.4704 1.5869 2.0863
H 1.1328 0.4943 1.7690
H 2.4018 3.7776 5.4847
H 1.2987 5.7641 6.4195
H -1.1538 5.7982 6.7164
H -2.5017 3.8310 6.0684
H -1.4127 1.8298 5.1563
H -0.5941 -1.2139 3.1781
H -2.0623 -2.9152 4.2084
H -2.2906 -3.0639 6.6479
H -1.0145 -1.5125 8.0982
H 0.5044 0.1261 7.1020
H -3.3900 1.1136 -2.3111
H -4.3339 2.7421 -3.8908
H -3.6279 5.1098 -3.8039
H -1.9932 5.8490 -2.1067
H -1.0465 4.2387 -0.5144
H -4.0587 2.4259 0.5192
H -6.1544 1.8631 1.6593
H -6.5289 -0.4163 2.5382
H -4.7717 -2.1388 2.2815
H -2.6584 -1.5763 1.1572
C -1.8873 -1.4717 -4.9844
Ge -0.3456 -0.2664 -5.0520
C -0.7815 1.2717 -6.1657
C 1.2210 -1.1834 -5.7842
C 0.0284 0.5047 -3.2631
H -2.1844 -1.7255 -6.0020
H -2.7389 -0.9872 -4.5064
H -1.6581 -2.4046 -4.4664
H -1.0765 0.9323 -7.1586
H 0.0863 1.9220 -6.2746
H -1.5999 1.8545 -5.7428
H 1.4792 -0.7460 -6.7479
H 1.0297 -2.2443 -5.9373
H 2.0806 -1.0741 -5.1230
H -0.8726 1.0727 -3.0072
H 0.7993 1.2573 -3.4576
```

Output
ΔE to the lowest compared entry with this formula, charge and spin (eV): 0.272
Expectation value of S²: 2.026
M (g mol⁻¹): 1151.2
Multiplicity: 3
Lowest unoccupied orbital energy (spin up / spin down) (eV): -6.579 / -5.994
Total charge: +2
HOMO-LUMO gap (spin up / spin down) (hartree): 0.204 / 0.225